Entry from OMol25: C5H10N2 in the gas phase at a distorted geometry (ωB97M-V with the def2-TZVPD basis set).

```
17
Properties=species:S:1:pos:R:3:nbo_charge:R:1
H 2.025 -1.550 -0.651 0.33
N 2.268 -0.579 -0.468 -0.65
C 1.301 0.178 -0.162 0.31
C 1.647 1.601 0.173 -0.68
C -0.205 -0.322 0.031 -0.11
C -0.392 -1.784 0.284 -0.65
C -1.087 0.611 -0.247 0.00
N -2.532 0.287 0.069 -0.85
H 2.729 1.702 0.206 0.24
H 1.241 1.880 1.144 0.22
H 1.252 2.280 -0.582 0.22
H 0.233 -2.096 1.121 0.23
H -1.429 -2.005 0.521 0.22
H -0.107 -2.370 -0.592 0.22
H -0.927 1.666 -0.384 0.20
H -3.155 1.064 -0.094 0.37
H -2.863 -0.561 -0.369 0.37
```

## Properties
molecular weight = 98.15 g mol⁻¹
LUMO level = 0.845 eV
charge = 0
SMILES string = [H]/N=C(C)\C(C)=C\N
ΔE to the lowest compared entry with this formula, charge and spin = 24.6 kcal per mole
E_HOMO = -8.6 eV